[1]
# C57H147N18O8P5

A 8-piece molecular cluster, C57H147N18O8P5 overall at a distorted geometry (ωB97M-V with the def2-TZVPD basis set, the OMol25 dataset).

Computed properties:
HOMO = -6.98 eV
Structure (SMILES) = CN(C)P(=O)(N(C)C)N(C)C.CN(C)P(=O)(N(C)C)N(C)C.CN(C)P(=O)(N(C)C)N(C)C.CN(C)P(=O)(N(C)C)N(C)C.CN(C)P(=O)(N(C)C)N(C)C.CC1(C)CCCC(C)(C)N1O.CC1(C)CCCC(C)(C)N1O.CC1(C)CCCC(C)(C)N1O
Energy above the lowest of the compared OMol25 structures with the same formula, charge and spin = 5.813 eV
Orbital gap = 7.55 eV

Cartesian coordinates (Å):
C: -2.377 -0.390 1.141
H: -1.673 1.984 5.850
H: 0.429 3.581 -3.153
H: 3.052 -3.176 2.896
H: -2.416 4.155 6.832
C: 3.723 -2.424 -3.838
H: 2.693 5.971 -2.558
H: -6.124 1.882 -2.797
H: -6.392 6.467 -2.401
H: 6.057 -5.360 -7.131
H: 1.680 -0.815 3.619
H: 6.710 -3.177 -4.107
N: 3.268 -4.333 7.162
H: 4.593 -3.395 8.534
C: 2.611 1.220 1.882
H: 5.062 -0.884 -7.012
H: -4.941 4.309 -5.846
C: -1.288 3.845 -0.996
H: -3.337 -4.480 -2.662
H: 2.347 -0.615 -5.080
H: 5.361 2.455 5.190
C: 5.142 -1.437 -7.948
H: 1.489 -4.856 8.225
H: 3.134 3.354 3.913
H: -0.425 6.174 4.501
H: -5.067 -10.541 -0.375
H: 4.340 -6.336 4.867
P: 4.039 -3.475 -6.373
N: 4.461 -2.687 -7.775
H: -0.543 8.363 -2.413
H: 3.631 -6.233 3.261
H: -2.914 -2.808 -0.818
H: 1.825 4.056 -2.406
C: -5.375 -6.575 -3.142
H: -5.772 -7.542 -2.835
C: -6.010 2.281 -1.789
H: 1.628 1.376 1.438
C: 2.184 -1.619 -5.471
H: 0.620 0.544 3.249
H: 5.828 -1.862 6.387
H: 6.202 -1.488 -8.194
C: -4.117 3.615 -5.678
H: 6.630 2.956 3.940
C: -6.358 -6.782 -0.192
H: 7.189 -4.998 6.356
H: 1.906 -2.102 0.424
H: -3.828 4.191 5.709
H: 3.912 2.064 0.272
P: 3.714 -3.545 5.719
C: -2.336 -2.735 0.104
O: -2.648 -0.322 -1.683
H: 4.013 -4.543 -8.745
H: -3.308 -5.438 -4.104
H: -2.159 -5.866 -2.947
C: -0.711 6.465 3.490
H: 0.960 2.587 -1.772
C: 0.941 -2.054 -0.081
N: -3.748 4.044 2.950
H: -4.213 4.220 -0.043
H: -6.768 -5.815 -0.482
H: 1.311 -2.140 -5.076
H: -5.237 -5.392 1.772
H: 2.284 7.667 -0.178
H: -2.646 7.388 1.865
H: -5.791 3.692 0.227
H: 2.920 -2.889 8.829
H: -5.577 4.878 3.908
H: 5.201 -5.915 -5.827
C: 2.651 1.227 3.421
H: -0.847 -3.038 -2.028
H: -5.104 5.754 2.577
H: -1.898 4.582 -0.475
H: -4.036 -9.119 -3.313
H: -5.674 5.195 -0.479
H: -8.047 4.667 -4.702
H: -3.594 -9.943 0.420
H: 3.782 -3.094 -9.751
P: -2.075 4.106 3.123
H: 0.165 -0.728 1.471
H: -0.430 1.109 -2.511
N: -6.138 5.050 -3.799
C: -3.551 -9.513 -2.420
H: 3.939 -1.444 -3.414
H: 6.522 -2.464 4.899
N: -1.930 3.806 4.787
C: -4.487 -9.651 -0.132
C: -0.289 0.182 -3.068
H: -2.487 -9.339 -2.580
H: 0.927 7.138 0.646
C: 2.414 -3.915 3.379
C: 1.027 -1.081 -1.286
H: -2.235 -0.783 2.147
H: 3.501 -4.405 9.354
H: 5.462 0.780 1.261
H: 7.253 -2.889 6.506
H: -1.835 6.033 -2.508
C: -3.182 -5.496 -3.023
H: -5.555 7.006 -3.887
C: -0.639 -2.277 -2.780
C: 0.093 4.515 -1.168
H: -6.575 -7.516 -0.969
H: -7.038 2.546 -1.540
H: -3.406 1.309 -4.554
N: 3.899 0.704 3.848
C: -2.775 4.437 5.843
N: -0.079 5.861 -1.703
C: 6.335 -2.719 5.942
H: 5.378 -3.744 -9.363
C: -0.147 -1.630 0.943
C: 6.179 -5.118 5.963
H: 1.267 -0.102 -0.871
C: -0.381 -0.972 -1.996
N: 3.425 -2.338 -5.229
H: 3.743 3.111 1.639
H: 1.473 6.833 -3.678
H: -0.500 2.374 4.552
H: 2.981 -2.990 -3.274
P: -4.639 4.430 -3.137
O: -0.937 5.926 -2.832
H: -5.176 -6.621 -4.213
H: 0.901 9.086 -1.650
H: 0.757 -3.067 -0.439
C: -2.252 6.396 1.642
H: 5.072 3.454 3.772
H: -0.330 8.542 -0.673
H: -1.984 0.626 1.173
C: 4.385 -3.541 -8.961
N: -1.776 5.772 2.913
H: -2.140 2.386 -4.014
H: -6.039 -5.743 -2.907
H: 2.160 -1.518 -6.556
H: -4.488 -4.534 0.337
C: -4.253 2.640 2.758
H: 0.166 -2.769 -3.325
C: 5.624 2.589 4.141
H: -3.665 -10.596 -2.383
C: 6.302 0.247 3.726
N: 3.221 -4.514 4.469
H: 5.700 -5.890 6.565
C: 0.912 6.927 -1.535
H: -4.130 5.887 3.982
C: 6.548 -3.009 -5.171
H: -2.937 0.534 -1.359
C: 2.065 5.440 0.275
H: -2.646 5.518 5.783
H: -1.280 3.061 -0.238
H: -3.439 1.897 -2.893
H: -3.428 -0.204 0.917
H: 6.171 -0.258 4.683
H: -4.124 2.723 -6.303
N: 5.539 -3.932 -5.660
C: 1.492 0.238 3.827
H: 2.195 2.715 5.165
H: 0.070 6.385 2.734
H: -2.981 -2.882 0.970
H: -3.838 2.205 1.850
C: 0.865 3.603 -2.155
H: 1.316 0.341 4.898
C: 2.004 6.798 -2.726
C: 5.214 1.289 3.426
H: -3.557 -5.665 1.227
H: 1.255 3.540 0.317
P: -3.702 -7.200 -1.074
H: -1.677 -3.590 0.253
H: -1.863 3.656 -1.902
O: 3.849 0.472 5.174
O: -2.318 -6.891 -0.659
H: -4.109 2.026 3.647
H: -5.312 2.689 2.502
H: 0.103 4.816 0.947
N: -4.097 -6.399 -2.475
H: -3.229 4.208 -5.899
C: -4.666 5.156 3.377
H: 6.955 -5.576 -5.576
H: 4.508 -0.809 -8.575
H: -0.479 3.154 6.104
H: -6.831 -7.087 0.741
H: 5.770 2.434 1.666
H: 4.541 -3.114 -3.634
H: -5.188 -9.191 0.565
N: -4.924 -6.560 0.002
H: 2.505 -6.516 4.546
C: 3.452 -6.027 4.316
H: 6.234 -5.663 5.021
H: 2.516 5.624 1.251
N: -5.234 3.519 -1.776
H: -3.072 5.848 1.180
C: 1.612 6.810 -0.135
H: 2.021 -4.652 2.678
C: -1.605 -1.347 0.202
O: 3.278 -2.120 5.638
C: 6.031 -5.244 -6.048
C: -7.272 4.162 -4.125
H: -0.125 -2.517 1.575
N: -4.173 3.253 -4.298
N: 5.421 -3.808 5.967
C: -3.205 2.174 -3.921
H: -1.538 -2.196 -3.392
H: 2.842 5.069 -0.394
H: -1.517 6.579 0.858
O: -3.632 5.496 -2.809
H: -7.784 3.907 -3.198
H: 7.488 -3.308 -5.636
O: 3.168 -4.675 -6.484
C: -1.148 2.784 5.327
N: -4.125 -8.861 -1.291
C: 2.312 2.658 4.082
H: 3.672 -0.471 5.193
H: 6.197 -0.536 2.975
H: 0.657 0.338 -3.586
H: 6.181 -1.998 -5.350
O: -1.289 3.245 2.188
H: -1.178 0.196 -3.699
H: -5.544 1.555 -1.123
N: -1.452 -0.584 -1.081
H: -6.857 3.306 -4.658
C: 1.882 -4.839 7.209
C: 0.856 4.549 0.205
C: 0.177 8.273 -1.599
C: -4.578 -5.460 0.905
C: -5.194 4.217 -0.519
H: -0.923 7.529 3.592
C: 5.112 1.596 1.894
H: 1.214 -4.075 6.812
H: -7.364 6.758 -3.797
H: 1.827 -1.333 -1.981
H: 1.562 -3.339 3.739
C: 3.552 -3.717 8.510
C: -6.377 6.412 -3.490
H: 2.580 7.717 -2.831
H: 1.453 3.152 3.630
H: 7.306 0.672 3.731
H: 1.752 -5.810 6.729
H: 2.879 0.229 1.516
C: 3.746 2.060 1.349

Löwdin population analysis, charges in e, atoms 1 to 4: -0.0546, 0.0867, 0.0790, 0.0758

---

[2]
# C57H147N5O19

A 14-piece molecular cluster, C57H147N5O19 overall at a distorted geometry (ωB97M-V with the def2-TZVPD basis set, the OMol25 dataset).

Computed properties:
HOMO = -8.49 eV
Energy above the lowest of the compared OMol25 structures with the same formula, charge and spin = 2.843 eV
Orbital gap = 8.83 eV

Cartesian coordinates (Å):
H: -1.711 -4.314 0.180
H: 7.808 -2.912 1.333
H: -3.332 -2.867 -2.355
O: 2.748 -5.063 -4.940
H: -3.774 1.816 -0.013
H: 0.609 4.977 -4.151
C: -3.881 -1.151 -1.157
H: -2.187 -6.073 -4.143
H: 2.238 -1.318 -2.573
C: -0.780 5.528 1.027
N: -0.106 -5.650 -4.057
H: 3.220 -2.220 -1.393
C: -7.250 0.501 0.114
O: -1.373 4.904 2.145
H: -5.988 6.115 1.640
C: -5.044 -2.041 2.149
H: -2.586 -5.572 -1.783
H: 4.120 -5.535 -6.437
H: 4.881 -8.075 -1.004
O: -5.218 8.360 2.852
H: 0.365 -0.545 4.282
C: 3.385 0.008 2.577
H: 9.892 -0.194 0.071
O: -6.802 -1.241 3.475
C: 3.787 2.734 -2.727
H: -0.456 -2.404 2.980
H: 4.222 -2.798 -5.602
H: 4.938 -0.920 1.459
H: 0.248 -1.010 -6.520
C: -3.168 2.171 0.823
H: 0.731 1.005 0.669
H: -4.850 2.615 -2.410
C: -0.786 -0.841 -6.212
O: -5.211 2.961 8.240
H: 2.202 -5.235 -1.987
C: -3.128 7.378 3.220
H: 3.614 -6.891 -5.367
H: 0.734 0.487 -3.867
H: -4.487 5.318 1.658
H: 1.835 -4.912 -6.822
H: -9.564 -1.244 1.837
O: -8.275 0.748 2.280
C: -4.616 7.102 3.073
H: -4.564 1.338 6.280
H: 3.455 -0.493 4.390
H: -2.047 2.094 3.277
C: -1.335 -1.817 2.706
H: -5.924 -1.415 -1.904
H: 0.802 5.375 -2.401
H: -2.176 -2.142 3.319
C: -3.289 4.924 -2.546
H: -3.442 3.211 1.016
H: -1.779 -4.420 -3.703
H: -4.088 1.759 -3.794
H: -7.477 -1.610 4.052
C: 2.474 -6.087 -1.362
C: -4.920 6.318 1.724
H: 2.708 -2.064 -6.167
O: 7.967 -1.877 -0.438
O: 1.799 -1.028 -0.600
C: 4.841 -0.457 2.443
C: 3.175 1.311 1.818
H: -5.736 -2.134 1.312
C: 2.209 -1.909 -1.657
H: -4.484 6.922 0.929
H: 5.852 -5.930 -1.757
H: 1.490 -6.365 -6.007
O: 13.561 -0.119 2.528
H: -1.514 -1.997 1.645
C: -1.683 2.133 0.476
H: -9.657 -1.229 0.048
H: -2.217 4.129 4.489
H: 5.664 0.248 2.551
H: 4.260 -1.361 -6.678
O: -2.807 -0.363 -1.696
C: 3.733 -1.857 -5.861
H: -0.875 0.908 -3.158
H: 0.261 1.371 -1.017
C: -0.344 0.550 -4.039
H: -2.371 4.790 -1.968
H: -1.362 0.331 1.153
H: 0.431 1.773 3.260
C: -5.632 1.534 6.394
H: -4.706 -1.004 2.120
H: 0.429 -5.466 -3.218
H: -1.487 5.696 0.214
H: 0.056 5.399 3.511
H: 3.018 1.406 -3.997
H: -5.524 4.999 6.570
H: -6.256 1.485 5.502
H: 4.787 3.110 -2.498
H: -6.811 1.496 0.023
H: 3.502 2.276 -1.775
H: 2.330 -5.795 -0.322
C: 11.621 -0.317 1.214
H: 7.771 -1.122 1.456
N: -1.430 2.323 4.044
H: -1.392 -6.767 -1.936
H: -1.569 2.642 -0.485
H: -5.443 -1.959 5.608
N: -1.303 0.768 0.233
H: -4.318 -1.047 4.648
C: 3.854 -5.827 -5.420
H: -2.228 -0.032 -0.985
C: -5.042 -0.788 -2.042
H: -1.350 -1.711 -6.549
N: 10.146 -0.429 1.020
C: 12.166 -0.375 2.605
C: 0.394 -0.799 -0.588
H: 6.386 -0.652 -0.476
H: -4.139 -2.832 4.783
H: -1.333 -0.195 4.834
H: -2.572 6.498 3.544
C: -1.539 -5.692 -2.071
H: 5.424 -0.214 -5.155
H: 5.614 0.910 -2.767
H: -5.779 3.944 5.109
C: -3.463 -2.601 -1.305
H: -3.217 1.989 -2.337
H: 2.251 1.819 2.086
H: -5.147 4.231 -4.348
C: 4.677 0.551 -3.194
H: -5.933 0.737 7.075
C: -4.687 1.801 2.644
C: -1.198 3.776 4.327
H: 12.024 -1.290 3.185
C: -0.508 4.522 3.182
O: 3.072 0.254 3.922
H: 3.733 -6.985 -2.775
H: 11.778 0.726 0.929
H: 10.366 -2.427 0.573
H: -7.721 0.093 2.725
O: -2.299 -0.589 -4.493
H: 13.697 0.985 4.266
H: 1.529 -2.756 -1.755
H: -4.257 3.987 5.942
H: 0.077 5.047 0.549
H: 4.795 -5.092 -0.597
H: 3.183 1.125 0.743
H: 13.841 -0.733 4.461
H: 4.049 1.954 1.936
H: -4.717 2.838 2.985
C: -3.936 2.482 -2.992
H: -0.012 -1.568 0.072
O: 1.457 3.474 -2.894
C: 2.827 3.885 -3.142
H: -5.476 1.756 1.893
H: -6.918 3.057 7.237
O: -4.260 4.099 -4.695
H: 0.282 3.887 2.771
H: -0.081 -4.488 0.591
H: -6.425 -0.068 0.543
C: -5.336 4.033 6.102
C: 8.215 -1.978 0.941
C: 0.263 -4.796 -5.200
C: -9.001 -1.118 0.912
H: 6.630 -1.570 -2.001
H: -5.364 8.785 3.701
H: 15.189 0.246 3.693
O: -3.462 1.414 2.011
O: -0.993 -0.417 2.737
H: -2.513 3.468 -4.051
H: 5.887 -2.360 -0.704
H: -0.611 -1.637 -4.174
O: -0.528 -4.913 -1.373
C: 4.894 -0.550 -4.261
H: -4.775 -0.735 -3.097
H: 5.479 -1.370 -3.836
H: 11.622 0.382 3.176
H: 2.739 -0.698 2.049
H: 0.042 -0.981 -1.605
C: -4.841 -2.003 4.699
H: -3.095 5.897 -2.997
H: 4.931 -1.309 3.120
C: -5.730 -2.197 3.490
C: -0.242 1.455 4.058
H: 3.084 4.178 -4.162
C: -3.449 3.757 -3.570
H: 4.715 -5.741 -4.755
H: -2.981 8.167 3.959
H: -0.322 1.381 -4.748
H: 4.592 -4.800 -2.265
H: 9.836 -2.215 2.240
H: 12.202 -0.851 0.458
C: 14.117 0.091 3.798
H: -2.516 -2.782 -0.798
C: 3.789 -6.656 -1.735
H: -4.997 6.590 3.957
C: -8.516 0.350 0.956
H: -0.496 -4.971 -5.964
C: 0.628 4.583 -3.133
H: 1.720 -6.824 -1.645
H: 0.211 1.684 5.025
C: -0.574 -0.033 4.067
C: 1.627 -5.297 -5.821
H: -5.354 0.230 -1.805
H: -7.469 0.196 -0.909
H: -2.429 -0.442 -3.549
H: -4.878 1.105 3.459
O: 3.653 -1.104 -4.672
H: -2.705 7.750 2.286
H: -9.252 0.997 0.479
C: 0.100 0.705 -0.169
C: -0.908 -0.719 -4.688
H: 0.293 -3.720 -5.015
C: 9.736 -1.821 1.229
H: -4.047 -0.932 -0.102
H: 3.102 4.737 -2.516
C: 6.658 -1.615 -0.913
H: -0.659 3.837 5.272
N: 3.954 1.687 -3.734
H: -1.023 2.637 1.184
H: -0.437 6.537 1.270
H: -4.244 -2.768 2.015
C: -0.859 -4.972 -0.002
C: -1.488 -5.467 -3.567
H: 4.157 0.025 -2.388
H: -1.060 -5.967 0.396
C: 4.830 -5.601 -1.561
H: -4.232 -3.283 -0.938
H: -8.217 -1.874 0.871
C: -5.863 2.921 6.995
H: -4.044 5.006 -1.763
H: -0.405 4.265 -2.977
O: 3.999 -7.726 -0.850
H: -1.133 0.010 -6.798
H: -4.387 2.479 8.130
H: -6.082 -3.225 3.602

Löwdin population analysis, charges in e, atoms 1 to 4: 0.0562, 0.1203, 0.0827, -0.2108